Record 1
C3H7NO | ωB97M-V/def2-TZVPD

Each line ends with the natural charge from an NBO analysis.
Atoms and positions in Å:
N 0.004 1.181 1.667  -0.852
C -0.335 0.864 0.148  -0.260
C 0.353 -0.521 -0.163  0.029
C 0.164 -1.378 -1.384  -0.143
O 1.425 -0.548 -1.162  -0.507
H -0.513 0.338 2.278  0.350
H -0.327 2.095 1.957  0.364
H 0.288 1.707 -0.491  0.231
H -1.512 0.843 -0.038  0.195
H 0.719 -1.180 0.642  0.193
H 0.141 -2.492 -1.208  0.200
H -0.406 -0.909 -2.245  0.199

- SMILES string = NC[C@H]1CO1
- energy relative to the best compared isomer or geometry (same formula, charge and spin) (eV) = 3.752
- max |F| (eV Å⁻¹) = 4.3
- Kohn-Sham gap (eV) = 10.6
- HOMO (eV) = -9.6

---

Record 2
C7H12BaO4 | ωB97M-V/def2-TZVPD

Each line ends with the Mulliken spin population.
Atoms and positions in Å:
C 1.459 -1.263 0.098  0.003
C 2.588 -1.204 1.108  -0.032
O 3.673 -0.424 0.566  -0.203
Ba 3.592 1.329 -1.070  1.086
H 1.492 -1.412 -0.993  0.015
H 4.416 -0.350 1.170  0.065
H 1.058 -2.281 0.235  -0.001
H 2.983 -2.207 1.322  0.005
H 2.276 -0.752 2.062  0.008
O -5.296 -0.648 -1.609  0.000
C -4.549 -0.093 -0.781  0.000
O -4.853 0.487 0.278  0.000
O -3.212 -0.119 -1.144  0.000
C -2.235 0.120 -0.145  0.000
C -0.864 -0.178 -0.728  0.009
C 0.274 0.029 0.270  -0.006
C 0.931 1.376 0.192  0.079
H -2.423 -0.526 0.728  0.000
H -2.297 1.163 0.198  -0.001
H -0.691 0.459 -1.611  0.000
H -0.856 -1.218 -1.091  0.001
H -0.101 -0.165 1.292  0.002
H 1.359 1.683 1.165  0.016
H 0.283 2.157 -0.231  -0.046

- 2S+1 = 2
- total charge = -1
- max |F| (eV Å⁻¹) = 3.2
- Kohn-Sham gap (spin up / spin down) (eV) = 3.9 / 5.2
- <S²> = 0.7527
- HOMO (spin up / spin down) (eV) = -2.5 / -3.8

---

Record 3
C6H11N | ωB97M-V/def2-TZVPD

Each line ends with the natural charge from an NBO analysis.
Atoms and positions in Å:
C -2.039 -1.088 0.234  -0.375
C -1.639 0.151 -0.046  -0.273
C -0.144 0.195 -0.293  0.184
C 0.553 -0.237 -1.444  -0.310
C 1.950 -0.696 -1.550  -0.659
N 0.580 0.940 0.724  -0.651
C -0.167 1.229 1.891  -0.425
H -2.971 -1.516 -0.224  0.203
H -1.447 -1.901 0.696  0.209
H -1.944 1.264 -0.238  0.253
H -0.228 -0.744 -2.118  0.201
H 2.065 -1.452 -2.375  0.229
H 2.514 -0.919 -0.664  0.207
H 2.584 0.096 -1.923  0.210
H 1.602 0.717 0.761  0.389
H -1.220 1.140 1.807  0.218
H -0.065 2.363 1.963  0.206
H 0.015 0.457 2.799  0.185

- SMILES string = C=C/C(=C/C)NC
- energy relative to the best compared isomer or geometry (same formula, charge and spin) (eV) = 4.451
- max |F| (eV Å⁻¹) = 5.8
- Kohn-Sham gap (eV) = 8.3
- HOMO (eV) = -7.4

---

Record 4
CH2F2OSi | ωB97M-V/def2-TZVPD

Each line ends with the natural charge from an NBO analysis.
Atoms and positions in Å:
C 0.497 -0.579 0.251  0.353
O -0.523 -0.324 -0.658  -0.956
F 1.478 -1.705 0.202  -0.393
F -1.077 2.053 -0.257  -0.711
Si -1.642 0.924 -1.205  1.423
H 1.150 0.445 0.439  0.137
H 0.117 -0.813 1.228  0.146

- energy relative to the best compared isomer or geometry (same formula, charge and spin) (eV) = 1.043
- max |F| (eV Å⁻¹) = 4.1
- Kohn-Sham gap (eV) = 10.6
- HOMO (eV) = -11.0

---

Record 5
C6H9FS | ωB97M-V/def2-TZVPD

Each line ends with the natural charge from an NBO analysis.
Atoms and positions in Å:
C -0.737 -1.454 0.920  -0.625
C -0.818 0.032 1.216  -0.387
C -0.101 0.960 0.227  -0.301
C 1.378 0.612 -0.150  -0.436
C 0.886 0.045 -1.490  0.125
F 1.572 0.402 -2.621  -0.338
C -0.440 0.742 -1.236  -0.088
S -1.639 1.221 -2.193  0.113
H -1.295 -2.059 1.681  0.225
H 0.303 -1.821 0.853  0.203
H -1.189 -1.668 -0.039  0.209
H -1.902 0.367 1.263  0.218
H -0.415 0.247 2.232  0.210
H -0.247 1.985 0.517  0.237
H 1.957 1.512 -0.252  0.230
H 1.916 -0.064 0.532  0.215
H 0.771 -1.058 -1.459  0.189

- SMILES string = CC[C@H]1C[C@H](F)C1=S
- energy relative to the best compared isomer or geometry (same formula, charge and spin) (eV) = 1.139
- max |F| (eV Å⁻¹) = 1.5
- Kohn-Sham gap (eV) = 8.4
- HOMO (eV) = -8.8

---

Record 6
C34H48I2N7OTm | ωB97M-V/def2-TZVPD

Each line ends with the Mulliken spin population.
Atoms and positions in Å:
Tm -0.340 -0.539 -0.434  2.026
C 3.985 -3.085 -0.495  0.000
C 3.689 -1.812 -1.277  -0.001
C 3.931 -0.588 -0.390  0.000
C 2.318 -1.787 -1.949  0.000
C 1.601 -2.937 -2.272  -0.002
C 0.433 -2.885 -3.027  0.002
C -0.061 -1.684 -3.529  -0.001
C -1.206 -1.634 -4.502  0.000
C 0.647 -0.525 -3.202  -0.003
C 1.797 -0.577 -2.423  0.005
H 5.029 -3.088 -0.185  0.000
H 3.826 -3.997 -1.070  0.000
H 3.380 -3.131 0.416  0.000
H 4.405 -1.766 -2.106  0.000
H 3.124 -0.469 0.340  0.000
H 4.020 0.339 -0.958  0.000
H 4.861 -0.712 0.167  0.000
H 1.971 -3.905 -1.956  0.000
H -0.078 -3.810 -3.276  0.000
H -0.823 -1.729 -5.520  0.000
H -1.735 -0.684 -4.441  0.000
H -1.915 -2.446 -4.343  0.000
H 0.341 0.420 -3.629  0.000
H 2.355 0.336 -2.269  0.001
I -3.626 -3.532 5.574  0.000
C -3.118 -2.778 3.717  -0.001
C -3.067 -1.401 3.527  0.000
C -2.718 -0.927 2.271  -0.002
I -2.277 1.073 1.871  0.000
C -2.443 -1.790 1.221  0.001
O -2.107 -1.318 0.009  -0.005
C -2.386 -3.150 1.451  -0.002
C -1.746 -3.951 0.355  0.000
N -0.369 -3.423 0.110  -0.003
C 0.506 -3.659 1.257  0.000
C 0.568 -2.502 2.224  -0.001
C 0.541 -2.736 3.586  0.000
C 0.723 -1.684 4.470  0.000
C 0.960 -0.419 3.961  0.000
C 0.962 -0.264 2.592  -0.001
N 0.743 -1.263 1.721  -0.008
C -2.752 -3.648 2.694  0.000
H -3.273 -0.721 4.343  0.000
H -2.309 -3.871 -0.574  0.000
H -1.696 -5.007 0.634  0.000
H 0.011 -3.928 -0.679  0.000
H 1.517 -3.819 0.878  0.000
H 0.229 -4.564 1.804  0.000
H 0.374 -3.743 3.947  0.000
H 0.689 -1.856 5.538  0.000
H 1.132 0.432 4.604  0.000
H 1.137 0.707 2.154  0.000
H -2.716 -4.716 2.879  0.000
C -3.873 -0.677 -2.090  0.000
N -3.866 0.679 -1.564  0.000
C -5.082 1.047 -0.844  0.000
C -2.799 1.495 -1.659  0.000
N -1.566 1.013 -1.753  -0.004
N -3.033 2.837 -1.603  0.000
C -1.948 3.744 -1.277  0.000
C -4.132 3.451 -2.353  0.000
H -4.645 -0.762 -2.858  0.000
H -4.080 -1.387 -1.292  0.000
H -2.911 -0.913 -2.524  0.000
H -5.308 0.257 -0.127  0.000
H -5.935 1.154 -1.517  0.000
H -4.934 1.975 -0.302  0.000
H -0.936 1.751 -2.048  0.000
H -1.305 3.299 -0.518  0.000
H -2.369 4.667 -0.879  0.000
H -1.340 4.005 -2.152  0.000
H -4.806 2.693 -2.732  0.000
H -3.731 4.005 -3.204  0.000
H -4.693 4.139 -1.719  0.000
N 0.974 1.458 -0.127  -0.006
C 1.595 2.428 0.021  0.003
N 2.290 3.511 0.197  0.000
C 1.688 4.712 0.843  0.000
C 2.734 5.358 1.753  0.000
C 3.618 4.288 2.387  0.000
C 4.480 3.583 1.327  0.000
C 3.761 3.530 -0.022  0.000
H 0.829 4.372 1.422  0.000
H 1.339 5.392 0.067  0.000
H 2.212 5.945 2.508  0.000
H 3.342 6.063 1.181  0.000
H 2.980 3.556 2.895  0.000
H 4.252 4.721 3.158  0.000
H 4.738 2.575 1.656  0.000
H 5.421 4.118 1.184  0.000
H 4.030 2.660 -0.616  0.000
H 3.965 4.411 -0.629  0.000

- 2S+1 = 3
- total charge = +2
- energy relative to the best compared isomer or geometry (same formula, charge and spin) (eV) = 0.111
- max |F| (eV Å⁻¹) = 1.6
- Kohn-Sham gap (spin up / spin down) (eV) = 7.9 / 7.9
- <S²> = 2.0019
- HOMO (spin up / spin down) (eV) = -12.6 / -12.6

---

Record 7
C8H14AlBN2O4S | ωB97M-V/def2-TZVPD

Each line ends with the natural charge from an NBO analysis.
Atoms and positions in Å:
O -1.172 2.688 3.502  -0.656
C -1.601 1.697 2.572  -0.064
C -1.109 2.193 1.163  -0.407
C -1.822 1.487 -0.064  0.090
C -0.626 1.475 -1.176  -0.057
O -0.043 0.233 -0.793  -0.667
B -1.188 -0.647 -0.812  0.602
C -1.131 -2.135 -0.073  -0.532
C 0.186 -2.964 -0.362  -0.549
S 1.015 -2.608 -1.960  0.419
C 2.430 -1.591 -1.456  0.410
N 3.535 -1.231 -2.170  -0.587
N 4.257 -0.440 -1.336  -0.270
C 3.685 -0.314 -0.152  0.314
O 2.519 -1.067 -0.228  -0.398
O -2.121 0.094 0.027  -0.326
H -1.869 2.828 4.170  0.505
H -1.170 0.698 2.860  0.198
H -2.715 1.600 2.590  0.200
H -1.280 3.302 1.083  0.278
H 0.004 2.072 1.070  0.235
H -2.742 1.949 -0.501  0.263
H 0.088 2.327 -1.177  0.248
H -1.179 1.298 -2.148  0.225
H -1.726 -0.818 -1.892  0.173
H -1.228 -2.005 1.033  0.274
H -1.995 -2.733 -0.459  0.268
H -0.131 -4.046 -0.416  0.302
H 0.933 -2.912 0.471  0.276
H 4.036 0.271 0.717  0.279
Al 4.159 -0.704 -4.081  0.953

- total charge = +2
- max |F| (eV Å⁻¹) = 4.0
- Kohn-Sham gap (eV) = 3.9
- HOMO (eV) = -15.8

---

Record 8
C5H6O | ωB97M-V/def2-TZVPD

Each line ends with the natural charge from an NBO analysis.
Atoms and positions in Å:
C -0.339 0.245 -2.143  -0.272
C -0.412 -0.951 -1.573  0.038
C -0.332 -1.130 -0.253  -0.454
C 0.157 0.125 0.381  0.547
C 0.461 0.250 1.843  -0.697
O 0.350 1.127 -0.303  -0.560
H -1.337 0.661 -2.112  0.232
H 0.403 0.751 -2.750  0.237
H -0.590 -2.016 0.316  0.223
H 0.202 -0.625 2.439  0.217
H -0.072 1.132 2.209  0.244
H 1.532 0.459 1.934  0.245

- SMILES string = C=C=CC(C)=O
- energy relative to the best compared isomer or geometry (same formula, charge and spin) (eV) = 2.685
- max |F| (eV Å⁻¹) = 1.0
- Kohn-Sham gap (eV) = 9.9
- HOMO (eV) = -9.3

---

Record 9
C16H25ClN5O5 | ωB97M-V/def2-TZVPD

Each line ends with the natural charge from an NBO analysis.
Atoms and positions in Å:
O -0.569 6.062 -3.434  -0.577
O 0.827 0.812 4.896  -0.601
O 1.800 -3.295 3.449  -0.601
Cl -0.851 0.949 -4.814  0.010
O 1.338 6.442 -2.287  -0.667
O 1.659 0.124 -3.347  -0.722
C 0.467 5.646 -2.943  0.766
C 0.306 -0.117 4.303  0.676
C 0.711 -3.097 2.935  0.649
C -1.708 -1.149 -1.373  0.666
C 2.214 2.302 -2.555  -0.306
C 1.925 3.667 -2.447  -0.127
C -0.068 3.340 -3.776  -0.152
C 0.216 1.975 -3.882  -0.123
C 1.361 1.456 -3.265  0.329
C 0.775 4.206 -3.054  -0.178
N -0.846 -1.098 -2.347  -0.753
N -0.159 -4.103 2.830  -0.609
N -1.563 -0.494 -0.232  -0.565
N 0.884 -0.627 3.214  -0.623
N -2.759 -1.897 -1.557  -0.756
C -1.027 -0.663 4.780  -0.717
C -1.484 -4.102 2.211  -0.418
C -0.475 0.422 0.178  -0.239
C 0.918 -0.228 0.250  -0.418
C 1.005 -1.601 0.943  -0.396
C 0.382 -1.712 2.348  -0.123
H 0.950 7.330 -2.338  0.512
H 2.618 0.020 -3.491  0.511
H 3.110 1.914 -2.080  0.231
H 2.601 4.313 -1.889  0.247
H -0.954 3.732 -4.272  0.266
H -1.010 -1.575 -3.213  0.428
H -0.048 -0.480 -2.293  0.440
H 0.168 -4.965 3.243  0.420
H -2.322 -0.578 0.421  0.414
H 1.820 -0.283 3.049  0.415
H -2.876 -2.384 -2.427  0.421
H -3.488 -1.936 -0.867  0.419
H -1.786 -0.506 4.020  0.205
H -0.925 -1.721 5.013  0.229
H -1.314 -0.130 5.688  0.262
H -1.886 -5.118 2.225  0.234
H -1.417 -3.771 1.174  0.180
H -2.162 -3.455 2.771  0.197
H -0.712 0.816 1.169  0.243
H -0.432 1.273 -0.506  0.222
H 1.586 0.467 0.761  0.238
H 1.305 -0.345 -0.760  0.206
H 0.531 -2.346 0.302  0.204
H 2.062 -1.867 1.011  0.243
H -0.698 -1.625 2.265  0.190

- total charge = +1
- energy relative to the best compared isomer or geometry (same formula, charge and spin) (eV) = 0.114
- max |F| (eV Å⁻¹) = 2.4
- Kohn-Sham gap (eV) = 8.9
- HOMO (eV) = -11.9

---

Record 10
C6H8INO2S | ωB97M-V/def2-TZVPD

Each line ends with the natural charge from an NBO analysis.
Atoms and positions in Å:
C 1.117 0.113 1.504  0.106
C 0.437 -1.010 0.835  0.715
C 0.928 0.975 3.788  -0.230
C 0.448 2.021 -1.179  -0.480
C -0.714 -1.194 -2.405  -0.643
C -1.077 -1.223 -0.961  -0.088
N 1.078 0.397 2.688  -0.255
O 0.531 -2.155 1.207  -0.576
O -0.179 -0.424 -0.144  -0.509
S 1.927 1.662 -1.473  0.223
I -0.751 3.419 -2.400  0.038
H 0.102 1.634 3.885  0.196
H 1.496 0.655 4.772  0.208
H -0.265 1.532 -0.524  0.211
H -1.050 -2.088 -2.977  0.232
H -1.101 -0.345 -2.868  0.218
H 0.336 -1.132 -2.447  0.223
H -1.129 -2.165 -0.371  0.226
H -2.133 -0.672 -0.932  0.185

- energy relative to the best compared isomer or geometry (same formula, charge and spin) (eV) = 4.016
- max |F| (eV Å⁻¹) = 3.7
- Kohn-Sham gap (eV) = 7.7
- HOMO (eV) = -8.3

---

Record 11
C14H31I2NO2PSi | ωB97M-V/def2-TZVPD

Each line ends with the natural charge from an NBO analysis.
Atoms and positions in Å:
C 3.657 -0.221 1.747  -0.620
C 3.232 0.524 0.463  -0.441
C 3.761 -0.105 -0.845  -0.739
I 2.676 -1.974 -1.150  0.067
Si 3.591 1.030 -2.354  1.043
C 1.971 2.019 -2.442  -0.967
C 1.667 2.921 -1.256  0.487
O 0.720 2.718 -0.615  -0.574
I 2.871 4.596 -0.697  0.117
P 5.389 2.366 -2.642  1.089
O 4.930 3.701 -3.117  -1.103
H 4.393 0.395 2.264  0.226
H 4.022 -1.229 1.565  0.222
H 2.790 -0.264 2.410  0.208
H 3.558 1.572 0.472  0.220
H 2.142 0.550 0.375  0.196
H 4.807 -0.411 -0.763  0.245
H 3.605 0.148 -3.542  -0.128
H 1.158 1.295 -2.519  0.259
H 2.038 2.623 -3.352  0.301
H 6.201 2.411 -1.477  -0.057
H 6.163 1.783 -3.683  -0.038
C -4.394 -3.454 0.526  -0.612
C -3.519 -3.053 1.721  -0.437
C -3.403 -1.551 1.972  -0.201
N -2.322 -0.806 1.205  -0.207
C -2.563 0.674 1.479  -0.210
C -1.712 1.587 0.617  -0.422
C -1.901 1.284 -0.856  -0.411
C -1.568 -0.168 -1.122  -0.425
C -2.410 -1.104 -0.274  -0.216
C -0.982 -1.199 1.743  -0.421
H -3.863 -3.395 -0.422  0.204
H -4.719 -4.488 0.636  0.237
H -5.287 -2.831 0.459  0.211
H -2.543 -3.535 1.651  0.215
H -3.997 -3.469 2.610  0.244
H -3.180 -1.371 3.024  0.224
H -4.349 -1.061 1.743  0.223
H -3.619 0.863 1.281  0.220
H -2.372 0.838 2.539  0.228
H -1.989 2.623 0.817  0.252
H -0.658 1.500 0.885  0.223
H -1.269 1.932 -1.456  0.249
H -2.939 1.488 -1.146  0.203
H -0.504 -0.334 -0.940  0.213
H -1.742 -0.399 -2.175  0.245
H -2.075 -2.130 -0.415  0.229
H -3.461 -1.018 -0.552  0.225
H -0.825 -2.258 1.561  0.232
H -0.965 -0.988 2.810  0.230
H -0.209 -0.626 1.239  0.241

- total charge = +1
- max |F| (eV Å⁻¹) = 3.2
- Kohn-Sham gap (eV) = 8.9
- HOMO (eV) = -11.3

---

Record 12
C2H3OPS | ωB97M-V/def2-TZVPD

Each line ends with the natural charge from an NBO analysis.
Atoms and positions in Å:
C -0.222 0.086 0.352  -0.482
C 0.728 -0.891 0.343  -0.421
O 3.298 -0.255 0.550  -0.929
P 0.795 1.558 0.122  0.374
S 2.143 -0.170 -0.444  1.013
H -1.304 0.173 0.627  0.244
H 0.604 -1.876 0.632  0.229
H 0.489 2.400 -1.053  -0.028

- energy relative to the best compared isomer or geometry (same formula, charge and spin) (eV) = 2.075
- max |F| (eV Å⁻¹) = 3.3
- Kohn-Sham gap (eV) = 9.3
- HOMO (eV) = -9.2